Density functional theory data (ωB97M-V with the def2-TZVPD basis set) for C25H26ClMnN6O2 as an isolated structure.

The total charge is +1. As for the frontier orbital gap (alpha / beta): 8.57 / 8.47 eV. The value obtained for the LUMO energy (alpha / beta) is -0.08603 / -0.09021 Ha. The spin multiplicity is 6.

Each line ends with the Mulliken spin population.
Positions of all 61 atoms, in Å:
1 Mn 0.153 -0.333 -0.541  4.8011
2 Cl -3.303 -4.879 4.956  0.0000
3 O -3.787 0.128 0.554  0.0119
4 O -1.690 -0.466 0.143  -0.0403
5 N -0.115 1.968 -0.576  -0.0218
6 N -0.187 0.202 -2.735  0.0366
7 N 0.805 -3.303 -1.823  0.0055
8 N 2.251 0.394 -0.912  -0.0472
9 N 0.716 0.591 1.624  -0.0123
10 N 0.164 -2.633 -0.724  0.0826
11 C 1.184 2.624 -0.770  0.0104
12 C -2.917 -1.680 1.805  0.0055
13 C -0.224 2.145 3.164  0.0055
14 C 1.330 -0.014 2.646  0.0181
15 C -0.627 1.451 -2.925  0.0267
16 C -0.040 1.661 1.875  0.0435
17 C -4.172 -2.126 2.205  -0.0012
18 C 0.388 1.494 4.219  0.0003
19 C -0.739 2.310 0.707  -0.0256
20 C 3.654 2.310 -0.969  0.0056
21 C 4.775 1.513 -1.083  0.0015
22 C 2.399 1.718 -0.884  0.0331
23 C -0.746 2.002 -4.189  0.0016
24 C 4.620 0.134 -1.111  -0.0003
25 C 3.341 -0.374 -1.025  0.0215
26 C -4.297 -3.118 3.164  -0.0002
27 C -1.043 2.205 -1.687  0.0353
28 C 0.135 -0.539 -3.800  0.0046
29 C -1.787 -2.222 2.405  -0.0043
30 C -2.825 -0.587 0.766  -0.0092
31 C -1.895 -3.202 3.380  0.0019
32 C 0.033 -0.065 -5.095  -0.0027
33 C -3.155 -3.648 3.745  0.0004
34 C -0.414 1.230 -5.292  0.0024
35 C 1.193 0.394 3.957  -0.0005
36 H 3.740 3.390 -0.942  0.0007
37 H -0.501 1.638 -6.291  0.0000
38 H 0.248 1.843 5.233  0.0001
39 H 0.475 -1.546 -3.592  -0.0036
40 H -1.768 1.944 0.688  0.0015
41 H 5.760 1.958 -1.146  0.0000
42 H 3.171 -1.444 -1.043  -0.0022
43 H 0.258 -3.153 0.145  0.0049
44 H 5.468 -0.531 -1.198  0.0000
45 H 0.300 -0.703 -5.926  -0.0005
46 H -0.848 3.014 3.329  0.0001
47 H -1.100 3.018 -4.303  -0.0001
48 H 0.557 -4.286 -1.830  0.0011
49 H 1.701 -0.136 4.750  -0.0005
50 H 1.959 -0.862 2.392  0.0009
51 H -2.022 1.830 -1.379  -0.0093
52 H -5.048 -1.680 1.751  0.0001
53 H -0.772 3.396 0.854  -0.0011
54 H 1.152 3.236 -1.675  -0.0026
55 H -1.019 -3.615 3.865  0.0000
56 H -1.146 3.272 -1.912  -0.0001
57 H -5.271 -3.478 3.469  0.0000
58 H -0.835 -2.618 -0.917  -0.0005
59 H -0.813 -1.844 2.133  0.0212
60 H 1.805 -3.248 -1.682  -0.0002
61 H 1.371 3.318 0.054  0.0001

***

Density functional theory data (ωB97M-V with the def2-TZVPD basis set) for a 2-piece molecular cluster, C5H14BBrO4 overall.

As for the frontier orbital gap: 9.90 eV. Its SMILES is OCCOCOCBBr.CO. The value obtained for the LUMO energy is 0.00828 Ha.

Each line ends with the natural charge from an NBO analysis.
Positions of all 25 atoms, in Å:
1 Br -2.271 1.311 2.164  -0.0865
2 O 0.663 1.181 0.603  -0.5373
3 O 3.276 0.544 1.078  -0.6992
4 O -1.647 -2.686 0.588  -0.7308
5 O -0.736 0.488 -1.124  -0.5435
6 C 1.599 1.970 -0.107  -0.1011
7 C -2.129 0.518 -0.770  -0.4321
8 C 3.056 1.741 0.358  -0.0874
9 C -0.895 -3.441 -0.351  -0.2524
10 C 0.147 0.098 -0.107  0.2152
11 B -2.542 1.595 0.310  0.4317
12 H -0.360 -0.540 0.619  0.1897
13 H 0.122 -3.637 -0.001  0.1635
14 H -0.838 -2.840 -1.258  0.1862
15 H 3.711 1.793 -0.521  0.1568
16 H 3.049 -0.205 0.523  0.4588
17 H -3.168 2.569 0.049  -0.0702
18 H -2.644 0.730 -1.711  0.2088
19 H -1.722 -3.186 1.404  0.4707
20 H -2.443 -0.482 -0.432  0.2153
21 H 1.325 3.018 0.041  0.1897
22 H 1.511 1.765 -1.181  0.1734
23 H -1.376 -4.391 -0.595  0.1677
24 H 3.361 2.541 1.035  0.1779
25 H 0.951 -0.455 -0.614  0.1351

***

Number 1: energy -83223.0410 eV, largest force on an atom 0.5 eV/Å. Number 2: energy -84319.3481 eV, largest force on an atom 0.3 eV/Å.